C51H32BrF5O17 | ωB97M-V/def2-TZVPD

Each line ends with the Mulliken charge.
Element x y z (Å)
O (0.221195, -3.896085, 3.906495)  -0.508
C (-0.493588, -3.560911, 3.017652)  0.530
O (-0.631594, -4.156615, 1.810937)  -0.133
Br (-0.206760, -5.928345, 1.785130)  0.040
O (-1.226724, -2.394817, 3.014408)  -0.028
C (-2.551862, -2.461944, 3.462104)  0.964
F (-2.862030, -1.178589, 3.754360)  -0.287
F (-2.561919, -3.138005, 4.640146)  -0.338
C (-3.552242, -3.067875, 2.512852)  0.156
C (-3.326312, -3.097008, 1.142399)  0.054
C (-4.270607, -3.666469, 0.302798)  -1.276
C (-5.438180, -4.191586, 0.827920)  -0.547
C (-5.662070, -4.156370, 2.200292)  0.260
C (-6.895359, -4.777892, 2.795862)  0.738
F (-6.882554, -6.117938, 2.634722)  -0.269
F (-7.000782, -4.540523, 4.115052)  -0.291
F (-8.040214, -4.336833, 2.230819)  -0.225
C (-4.720232, -3.593625, 3.047316)  -0.720
H (-2.409803, -2.695500, 0.734430)  0.407
H (-4.084578, -3.712725, -0.761931)  0.503
H (-6.158800, -4.639962, 0.155447)  0.399
H (-4.887201, -3.561943, 4.114948)  0.585
O (-12.391212, -0.402676, -0.110735)  -0.540
C (-11.305120, -0.877205, -0.359442)  0.343
C (-10.763812, -0.870520, -1.745049)  -0.409
C (-9.573904, -1.393862, -2.027569)  -0.374
C (-8.739588, -2.001686, -0.963779)  0.438
O (-7.654419, -2.492147, -1.201065)  -0.506
C (-9.273961, -2.005173, 0.417472)  -0.158
C (-10.465480, -1.487672, 0.702366)  -0.448
H (-11.395610, -0.420035, -2.499819)  0.400
H (-9.162187, -1.403999, -3.028731)  0.417
H (-8.633964, -2.456470, 1.160472)  0.426
H (-10.878664, -1.483517, 1.702826)  0.431
O (-1.846820, 2.451194, 3.826113)  -0.609
C (-0.763927, 2.226316, 4.326770)  0.290
C (0.264656, 3.286523, 4.450183)  -0.522
C (1.454922, 3.030866, 4.985617)  -0.225
C (1.803199, 1.674848, 5.473812)  0.507
O (2.889492, 1.446537, 5.965888)  -0.589
C (0.781016, 0.607587, 5.336284)  -0.300
C (-0.411950, 0.865229, 4.806278)  -0.286
H (-0.009650, 4.267259, 4.083013)  0.469
H (2.219058, 3.782901, 5.087997)  0.408
H (1.063099, -0.377836, 5.685888)  0.495
H (-1.175250, 0.107781, 4.696989)  0.344
O (-0.813892, -2.561581, -0.631348)  -0.746
C (-0.043278, -1.756814, -0.147050)  0.605
C (1.421677, -1.996839, -0.144423)  -0.225
C (2.260687, -1.107012, 0.381039)  -0.415
C (1.767147, 0.156538, 0.978622)  0.270
O (2.532483, 0.975814, 1.445254)  -0.707
C (0.303796, 0.393981, 0.974656)  -0.409
C (-0.537925, -0.493930, 0.454934)  -0.650
H (1.763289, -2.918175, -0.598071)  0.630
H (3.333164, -1.256224, 0.391745)  0.530
H (-0.039742, 1.320504, 1.419283)  0.631
H (-1.610385, -0.341284, 0.444381)  0.473
O (7.336951, 6.383432, 8.130108)  -0.541
C (6.188674, 6.126571, 7.842922)  0.327
C (5.763093, 4.741878, 7.517492)  -0.431
C (4.501516, 4.461407, 7.200889)  -0.161
C (3.469270, 5.527482, 7.161935)  0.489
O (2.317629, 5.270959, 6.873477)  -0.537
C (3.890353, 6.912700, 7.485453)  -0.440
C (5.151616, 7.190513, 7.802271)  -0.381
H (6.535300, 3.984145, 7.553045)  0.437
H (4.167947, 3.458256, 6.957565)  0.435
H (3.117189, 7.669583, 7.448672)  0.417
H (5.485484, 8.191573, 8.043697)  0.402
O (0.440606, -1.610822, -7.369950)  -0.572
C (0.953088, -2.003199, -6.342863)  0.311
C (2.304155, -2.618162, -6.344242)  -0.337
C (2.869146, -3.031647, -5.212419)  -0.464
C (2.176270, -2.895242, -3.909693)  0.493
O (2.698683, -3.258767, -2.875478)  -0.524
C (0.820394, -2.288273, -3.910560)  -0.158
C (0.253122, -1.873510, -5.039418)  -0.618
H (2.796245, -2.699316, -7.301211)  0.495
H (3.855896, -3.476385, -5.185571)  0.447
H (0.327281, -2.209205, -2.950030)  0.428
H (-0.731728, -1.424505, -5.066339)  0.459
O (4.710498, 3.460059, -10.101915)  -0.542
C (4.649113, 2.318538, -9.702980)  0.306
C (3.534090, 1.862154, -8.834357)  -0.526
C (3.470606, 0.608187, -8.395555)  -0.010
C (4.512193, -0.385441, -8.755816)  0.515
O (4.455772, -1.529330, -8.353025)  -0.515
C (5.625548, 0.067163, -9.625279)  -0.405
C (5.689025, 1.320590, -10.064923)  -0.420
H (2.786792, 2.604703, -8.585605)  0.448
H (2.664220, 0.252774, -7.766444)  0.326
H (6.371279, -0.677094, -9.873855)  0.418
H (6.490450, 1.675865, -10.699980)  0.396
O (6.417618, 2.315969, -0.194982)  -0.543
C (5.600481, 2.564921, -1.053692)  0.209
C (6.019822, 3.068016, -2.388124)  -0.385
C (5.126296, 3.338314, -3.335475)  -0.434
C (3.672378, 3.148337, -3.100298)  0.338
O (2.860022, 3.387690, -3.968451)  -0.566
C (3.256020, 2.651001, -1.766448)  -0.368
C (4.145776, 2.377254, -0.814982)  -0.300
H (7.084375, 3.196564, -2.537393)  0.417
H (5.407041, 3.704233, -4.315058)  0.433
H (2.190311, 2.521826, -1.618550)  0.489
H (3.847365, 2.000579, 0.158475)  0.745

Force components x, y, z for each atom (eV/Å):
-0.5 0.1 -0.4
0.6 -0.1 0.4
-0.4 0.0 0.3
0.2 0.0 -0.1
0.1 -0.2 -0.3
0.0 0.0 0.2
0.0 -0.2 -0.2
0.0 0.1 -0.1
0.1 -0.1 -0.1
0.1 0.1 0.3
0.0 0.0 0.1
-0.1 -0.2 -0.1
0.1 0.2 0.1
0.0 -0.3 0.1
-0.1 0.1 0.0
0.0 0.0 -0.2
0.2 0.0 0.0
0.0 0.0 0.0
-0.1 -0.1 0.0
0.0 0.0 0.0
-0.1 0.0 0.1
0.0 -0.1 0.0
0.0 0.0 0.0
0.0 0.0 0.0
0.0 0.0 0.0
0.0 0.0 0.0
0.1 -0.1 0.1
0.0 0.0 -0.1
-0.1 0.1 0.0
0.0 0.0 0.0
0.0 0.0 0.0
0.0 0.0 0.0
0.0 0.0 0.0
0.0 0.0 0.0
0.0 0.0 0.0
0.0 0.0 -0.1
0.0 0.0 0.1
-0.1 -0.1 -0.2
0.0 0.0 0.0
0.0 0.0 0.0
0.0 0.0 0.0
0.0 0.0 0.1
0.0 0.0 0.0
0.0 0.0 0.0
0.0 0.0 0.0
0.0 0.0 0.0
0.1 0.1 -0.2
0.1 0.1 0.0
0.0 0.0 0.1
0.0 0.0 0.0
0.0 0.0 0.0
-0.1 -0.1 0.1
-0.1 0.1 0.1
0.0 0.0 0.0
0.0 0.0 0.0
0.0 0.0 0.0
0.0 0.0 0.0
0.0 0.0 0.0
0.0 0.0 0.0
0.0 0.0 0.0
0.0 0.0 0.0
0.0 0.0 0.0
0.0 -0.1 0.0
0.0 0.1 0.1
0.0 0.0 0.0
0.0 0.0 0.0
0.0 0.0 0.0
0.0 0.0 0.0
0.0 0.0 0.0
0.0 0.0 0.0
0.0 0.0 0.0
0.0 0.0 0.0
-0.1 -0.1 0.1
0.0 0.0 0.0
0.0 0.0 0.0
0.0 0.0 0.0
0.0 0.0 0.0
0.0 0.0 0.0
0.0 0.0 0.0
0.0 0.0 0.0
0.0 0.0 0.0
0.0 0.0 0.0
0.0 0.0 0.0
0.0 0.0 0.0
0.0 0.0 0.0
0.0 0.0 0.0
0.0 0.0 0.0
0.1 0.0 -0.1
0.0 0.0 0.0
0.0 0.0 0.0
0.0 0.0 0.0
0.0 0.0 0.0
0.0 0.0 0.0
0.0 0.0 0.0
0.0 0.0 0.0
0.0 0.0 0.0
0.0 0.0 0.0
0.0 0.0 0.0
0.0 0.0 0.0
0.0 0.0 0.0
0.0 0.0 0.0
0.0 0.0 0.0
0.0 0.0 0.0
0.0 0.0 0.0
0.0 0.0 0.0
0.2 0.1 -0.1

Computed properties:
- Structure (SMILES): O=C(OBr)OC(F)(F)c1cccc(C(F)(F)F)c1.O=C1C=CC(=O)C=C1.O=C1C=CC(=O)C=C1.O=C1C=CC(=O)C=C1.O=C1C=CC(=O)C=C1.O=C1C=CC(=O)C=C1.O=C1C=CC(=O)C=C1.O=C1C=CC(=O)C=C1
- Electronic energy: -6314.82491 Eh

---

C51H34IN3O11P2S | ωB97M-V/def2-TZVPD

Each line ends with the Mulliken charge.
Element x y z (Å)
N (1.171219, -1.600914, 0.518051)  -0.224
C (1.822501, -1.484816, -0.762236)  0.150
O (2.735445, -2.189321, -1.075331)  -0.599
C (1.315444, -0.446484, -1.708179)  0.355
C (0.089542, 0.336069, -1.267341)  -2.512
C (-1.121181, -0.403982, -0.763607)  0.101
C (-1.926274, -1.311815, -1.411914)  0.988
P (-1.788791, -1.824643, -3.188662)  0.132
O (-0.922089, -0.551250, -3.738870)  -0.516
I (-0.017583, -3.544104, -3.020398)  -0.159
C (-3.041528, -1.897813, -0.706533)  0.079
P (-4.170132, -3.057370, -1.512433)  1.164
O (-4.824728, -2.535211, -2.704664)  -0.660
O (-3.316815, -4.372881, -1.735687)  -0.528
O (-5.227837, -3.472383, -0.398375)  -0.639
C (-3.328312, -1.585085, 0.603398)  -1.151
C (-2.531260, -0.627191, 1.255656)  -0.399
N (-2.671359, -0.180949, 2.510679)  -0.740
S (-1.503525, 0.904800, 2.724764)  0.102
N (-0.806549, 0.847127, 1.315309)  -0.698
C (-1.462195, -0.051541, 0.572401)  1.896
H (0.863745, -2.568572, 0.572397)  0.179
H (1.908988, -1.538678, 1.212233)  0.312
H (1.228855, -0.916118, -2.673934)  0.191
H (2.111645, 0.271713, -1.799847)  -0.051
H (-0.209056, 1.023946, -2.044267)  0.693
H (0.410888, 0.956048, -0.448615)  0.569
H (-1.374640, 0.267429, -3.505239)  0.373
H (-2.611238, -4.432952, -1.066892)  0.420
H (-4.823394, -4.064007, 0.249060)  0.378
H (-4.166277, -2.025485, 1.105431)  0.817
C (7.632777, -1.292713, -3.577659)  -0.433
C (6.294459, -1.415114, -3.219986)  -0.697
C (5.591669, -0.307680, -2.778492)  -0.488
C (6.228036, 0.922296, -2.679048)  0.189
C (7.576872, 1.041739, -3.022410)  0.439
C (8.272901, -0.068537, -3.480275)  -0.742
C (8.287650, 2.344702, -2.890511)  0.542
O (9.455452, 2.457803, -3.195721)  -0.671
C (7.516523, 3.509214, -2.362689)  0.156
C (8.167781, 4.721989, -2.184693)  -0.567
C (7.470215, 5.817380, -1.706015)  -0.464
C (6.116368, 5.708500, -1.408077)  -0.512
C (5.462336, 4.501011, -1.579542)  -0.489
C (6.159464, 3.396566, -2.050881)  0.073
C (5.445337, 2.098400, -2.204019)  0.481
O (4.265199, 1.996436, -1.938876)  -0.662
H (8.178645, -2.157309, -3.930449)  0.387
H (5.798151, -2.373639, -3.286892)  0.470
H (4.550122, -0.397483, -2.504276)  0.705
H (9.313666, 0.033569, -3.752812)  0.488
H (9.219327, 4.798105, -2.421965)  0.473
H (7.980780, 6.760386, -1.564811)  0.404
H (5.572641, 6.567733, -1.039329)  0.401
H (4.411074, 4.404817, -1.348170)  0.471
C (-4.124163, 2.516571, -2.277931)  -0.778
C (-3.935214, 1.929598, -1.031003)  -0.212
C (-3.796914, 2.724218, 0.094979)  -0.505
C (-3.834872, 4.105574, -0.019234)  0.125
C (-4.004605, 4.694846, -1.273901)  0.251
C (-4.156763, 3.895737, -2.399623)  -0.815
C (-4.011890, 6.178098, -1.430042)  0.624
O (-4.166973, 6.692082, -2.516699)  -0.660
C (-3.816085, 7.008332, -0.206142)  0.173
C (-3.771480, 8.390404, -0.330360)  -0.534
C (-3.602410, 9.179514, 0.793726)  -0.494
C (-3.483278, 8.592164, 2.048767)  -0.499
C (-3.522997, 7.215045, 2.178537)  -0.545
C (-3.682962, 6.417833, 1.052917)  0.124
C (-3.696604, 4.935650, 1.211524)  0.566
O (-3.592777, 4.419839, 2.304586)  -0.680
H (-4.249125, 1.895044, -3.155303)  0.562
H (-3.904406, 0.850386, -0.938903)  0.498
H (-3.660191, 2.271751, 1.068154)  0.556
H (-4.300324, 4.361741, -3.364085)  0.492
H (-3.868876, 8.837776, -1.309223)  0.477
H (-3.564410, 10.255854, 0.694564)  0.402
H (-3.357021, 9.211848, 2.926192)  0.406
H (-3.428554, 6.748847, 3.148853)  0.479
C (-1.884680, -8.827416, 1.138893)  -0.646
C (-1.749558, -9.526543, 2.332481)  -0.484
C (-1.586831, -8.843535, 3.525990)  -0.621
C (-1.549792, -7.457030, 3.531177)  0.370
C (-1.668104, -6.752604, 2.328917)  0.220
C (-1.843603, -7.444395, 1.135844)  -0.471
C (-1.594375, -5.267216, 2.306910)  0.305
O (-1.712144, -4.639977, 1.267061)  -0.536
C (-1.375497, -4.558124, 3.593383)  -0.091
C (-1.255862, -3.176303, 3.585955)  -0.058
C (-1.074668, -2.488824, 4.772411)  -0.356
C (-1.011411, -3.180537, 5.976081)  -0.732
C (-1.121650, -4.562616, 5.989249)  -0.660
C (-1.298357, -5.256317, 4.801448)  0.454
C (-1.392699, -6.743693, 4.832778)  0.497
O (-1.342051, -7.353863, 5.877816)  -0.675
H (-2.019002, -9.363288, 0.209369)  0.431
H (-1.773078, -10.607698, 2.330806)  0.396
H (-1.487251, -9.378926, 4.459318)  0.495
H (-1.944354, -6.897763, 0.209805)  0.497
H (-1.305656, -2.643890, 2.647992)  0.424
H (-0.979235, -1.412423, 4.751393)  0.357
H (-0.874205, -2.642686, 6.904023)  0.397
H (-1.071004, -5.111357, 6.918744)  0.499

Force components x, y, z for each atom (eV/Å):
0.0 0.0 0.1
-0.2 0.1 0.0
0.8 -0.5 -0.1
-0.5 0.1 0.1
0.1 -0.2 0.0
0.2 0.1 -0.3
0.1 -0.2 0.1
-0.1 0.0 0.2
0.2 0.0 -0.5
0.0 0.0 0.0
-0.3 0.1 0.9
-0.5 0.5 -0.3
-0.1 0.0 -0.1
0.6 -0.3 0.2
0.0 -0.1 0.4
0.0 -0.3 -0.9
-0.4 -0.2 0.5
-0.1 0.2 0.5
-0.6 -0.3 0.2
0.5 0.3 -0.3
0.4 0.4 -0.2
-0.1 -0.1 0.1
0.1 0.0 0.2
-0.1 -0.1 -0.3
0.6 0.4 -0.1
0.1 0.2 -0.3
0.1 0.3 0.2
0.0 0.1 -0.1
0.1 -0.2 -0.2
-0.2 -0.1 0.1
-0.2 -0.1 0.2
0.0 0.0 0.0
0.1 0.0 0.0
0.0 -0.1 0.0
0.0 0.1 0.0
-0.1 0.1 0.0
0.0 -0.1 0.0
0.1 0.0 0.0
0.0 0.0 0.0
-0.1 -0.1 0.0
0.0 0.1 0.0
0.0 0.0 0.0
0.0 0.0 0.0
0.0 0.1 0.0
0.1 -0.1 0.0
0.0 -0.1 0.0
-0.1 0.0 0.0
0.0 0.0 0.0
0.0 0.0 0.0
0.0 0.0 0.0
0.0 0.1 0.0
0.0 -0.1 0.0
0.0 0.0 0.0
0.0 0.0 0.0
0.0 -0.1 0.0
0.0 0.0 0.0
0.0 0.0 0.0
0.0 -0.3 0.0
0.0 0.1 0.0
0.0 0.0 0.1
0.0 -0.1 -0.1
0.0 0.0 -0.1
0.0 0.0 0.0
0.0 -0.1 0.0
0.0 0.1 0.0
0.0 0.0 0.0
0.0 0.0 0.0
0.0 0.1 0.1
0.0 0.0 -0.1
0.0 0.0 0.1
0.0 0.0 0.0
0.0 0.0 0.0
0.0 0.0 0.0
0.0 0.1 0.1
0.0 0.1 0.0
0.0 -0.1 -0.1
0.0 0.0 0.0
0.0 0.0 0.0
0.0 -0.1 0.0
0.0 0.0 0.0
0.0 0.0 0.0
0.0 -0.1 -0.1
0.0 0.1 0.0
0.0 0.0 0.0
0.0 0.0 0.0
0.0 0.1 -0.1
-0.1 -0.1 -0.1
0.0 -0.1 0.1
0.0 0.1 0.0
0.0 0.0 0.0
0.0 0.0 -0.1
0.0 0.1 0.1
0.0 0.0 -0.1
0.0 0.0 0.1
0.0 0.0 0.0
0.0 0.0 0.0
0.0 0.0 0.0
0.0 0.1 0.1
0.0 0.1 0.0
0.0 0.0 -0.1
0.0 0.0 0.1
0.0 0.0 0.0
0.0 -0.1 0.0

Computed properties:
- Electronic energy: -4334.60575 Eh

---

| no. | E_HOMO (eV) |
| --- | --- |
| 1 | -10.1041 |
| 2 | -8.7499 |